No. 1
Density functional theory data (ωB97M-V with the def2-TZVPD basis set) for a single C21H30ClN3O3S molecule.

Structure (ORCA input):
```
! wB97M-V def2-TZVPD RIJCOSX def2/J DEFGRID3
* xyz 0 1
Cl 4.4858 -2.9474 2.9670
S 3.8363 -1.0636 -0.7582
O -0.5643 -0.0879 -1.9782
O 2.5536 -0.6487 2.9046
O -2.9022 -1.4472 1.4870
N -3.7370 -0.1478 -0.2071
N 2.7752 1.0320 1.4208
N -1.1590 0.8321 -0.0026
C 4.8086 -3.1713 0.2734
C 3.6089 1.8108 0.5129
C 4.3120 -2.3883 1.3505
C -1.3999 0.0997 -1.1092
C 3.7327 -1.2093 0.9639
C -3.7599 -0.7169 1.0336
C -2.7007 -2.0148 -1.5099
C 4.9579 -3.1181 -2.2890
C 0.1783 1.3535 0.2678
C 2.9273 2.2831 -0.7746
C 1.7912 1.7801 2.2025
C 1.7697 3.2729 -0.5715
C -4.0575 -2.6393 -1.8007
C -2.8008 -0.5052 -1.2621
C 0.3651 2.6568 -0.5166
C 0.3608 1.4433 1.7792
C -4.8818 0.7104 -0.4759
C -5.0167 -0.2401 1.7391
C -5.4886 0.9536 0.9108
C 4.6004 -2.5857 -0.9361
C 3.0332 -0.2428 1.8611
H 0.8773 0.6111 -0.1215
H 0.0936 0.4749 2.2089
H -2.0226 -2.1420 -2.3533
H -4.7275 -2.5552 -0.9426
H 2.0039 2.8372 2.0638
H -2.2427 -2.4874 -0.6421
H -6.5722 1.0411 0.8651
H 1.9206 1.5436 3.2573
H -5.0992 1.8827 1.3276
H -4.7906 -0.0074 2.7777
H -5.5866 0.2129 -1.1506
H -4.5415 -2.1600 -2.6557
H -5.7344 -1.0633 1.7358
H 4.0727 -3.2351 -2.9147
H 0.0581 2.4265 -1.5389
H 4.4968 1.2313 0.2733
H -4.5549 1.6356 -0.9544
H 1.9676 3.8796 0.3155
H -3.9540 -3.6995 -2.0300
H 2.5872 1.4243 -1.3588
H -1.8250 0.7903 0.7496
H 3.9590 2.6929 1.0618
H 3.7087 2.7676 -1.3657
H 5.6503 -2.4554 -2.8088
H -0.3192 2.1939 2.1970
H -3.1963 -0.0478 -2.1736
H 5.4327 -4.0922 -2.1826
H -0.3420 3.3980 -0.1299
H 5.2847 -4.1304 0.4123
H 1.7668 3.9783 -1.4048
*
```

Maximum force: 0.62 eV Å⁻¹
Frontier orbital gap: 9.3 eV
HOMO: -8.7 eV
Energy above the lowest of the compared OMol25 structures with the same formula, charge and spin: 0.337 eV
SMILES: CC[C@H](C(=O)N[C@H]1CCCCN(C(=O)c2sc(C)cc2Cl)CC1)N1CCCC1=O
LUMO energy: 0.0237 Eh

No. 2
Density functional theory data (ωB97M-V with the def2-TZVPD basis set) for a molecular structure, C21H30CrN2OS2SeSi in a non-equilibrium geometry.

Structure (ORCA input):
```
! wB97M-V def2-TZVPD RIJCOSX def2/J DEFGRID3
* xyz -1 2
Se 1.4935 -2.0889 1.7773
Cr 1.2791 -0.4591 -0.0815
S -0.7133 -1.4084 -0.9824
S 2.6346 1.3603 0.8780
Si -0.2333 -3.2298 2.6799
O 3.0728 -0.2572 -1.0841
N -0.8400 1.1566 0.9590
N 0.5769 1.6794 -1.4031
C 3.5182 2.6402 -3.3329
C -0.5244 -2.5411 4.4120
C 3.0589 1.2131 -0.8570
C 1.9383 -0.1695 -1.9657
C -4.5366 -0.3080 -0.5350
C -3.2870 1.2724 0.7415
C -0.8263 0.9625 2.4173
C -2.0978 -0.4905 -0.4157
C 2.0486 -1.0014 -3.2002
C -2.0825 0.6497 0.4064
C 4.3678 1.8562 -1.1774
C 0.3736 2.8505 -0.5803
C 1.9103 1.3635 -1.9285
C 4.5665 2.5195 -2.3132
C -0.4639 1.5191 -2.4058
C -0.5614 2.5735 0.6389
C -3.3549 -0.9383 -0.8712
C 0.2870 -5.0323 2.8356
C 2.3028 2.1281 -3.1546
C -1.8666 -3.2127 1.7581
C -4.5102 0.8158 0.2847
H 1.5500 2.2467 -3.9272
H -0.0856 3.0155 1.5127
H 5.5177 3.0111 -2.4907
H -1.5554 1.6069 2.9313
H -1.7010 -3.4643 0.7075
H -1.2329 -1.7071 4.3894
H -2.3574 -2.2353 1.7901
H 2.3756 -2.0045 -2.9224
H -5.4257 1.3229 0.5677
H 5.1255 1.7918 -0.4068
H -2.5512 -3.9535 2.1939
H -1.4354 1.4621 -1.9169
H -0.4126 -5.6045 3.4584
H 1.0798 -1.0876 -3.6965
H 1.2879 -5.0982 3.2735
H 0.4199 -2.1734 4.8231
H -3.3656 -1.8152 -1.5096
H 0.3232 -5.4862 1.8405
H -3.2681 2.1418 1.3893
H 0.1726 1.1722 2.7970
H 1.3360 3.1951 -0.2181
H -0.4910 2.3598 -3.1160
H 3.7479 3.1788 -4.2465
H -0.9238 -3.3108 5.0847
H -5.4792 -0.6927 -0.9093
H -0.3230 0.5868 -2.9490
H -1.0608 -0.0745 2.6423
H -0.0702 3.6646 -1.1713
H 2.7753 -0.5760 -3.9005
H -1.5032 3.1043 0.4792
*
```

Maximum force: 1.68 eV Å⁻¹
Frontier orbital gap (spin up / spin down): 6.8 / 6.8 eV
HOMO (spin up / spin down): -4.0 / -4.0 eV
Energy above the lowest of the compared OMol25 structures with the same formula, charge and spin: 3.056 eV
LUMO energy (spin up / spin down): 0.1022 / 0.1024 Eh

No. 3
Density functional theory data (ωB97M-V with the def2-TZVPD basis set) for a molecular structure, C21H30FIN6O5P in a non-equilibrium geometry.

Structure (ORCA input):
```
! wB97M-V def2-TZVPD RIJCOSX def2/J DEFGRID3
* xyz 1 1
I -1.0662 -2.2509 2.1272
P 3.2079 1.0913 -0.4111
F 1.6249 -2.2856 3.8599
O 0.2439 -5.1448 -2.2871
O 3.4306 -1.7038 2.7985
O 2.3370 -4.7372 -2.9368
O -1.4869 4.9652 2.7085
O 2.2937 -1.4498 -0.0551
N 1.0207 0.5653 -1.5698
N 3.8766 0.5140 -1.7089
N 0.3007 4.3183 3.9926
N 2.4223 -3.8765 0.3543
N 1.4291 0.6440 -0.1942
N -1.2553 -0.1156 0.2128
C -2.5035 0.4378 -2.0157
C -4.8817 -0.4182 -2.4031
C -3.6910 0.3180 -2.8580
C -1.4878 1.4719 2.1111
C 2.4808 -2.7560 0.1094
C -2.3737 -0.1930 -0.6720
C -0.9268 1.2526 0.6392
C 1.0613 -2.7367 -2.8510
C 0.5658 1.7478 0.3594
C -0.5164 -2.3737 -0.7138
C -3.5847 -0.9385 -0.2206
C -4.8055 -1.0328 -1.0577
C -0.3604 4.5010 2.7261
C -0.3241 -2.1758 -2.2585
C 0.2743 4.0894 1.3372
C 1.1606 2.7400 1.4339
C 1.2426 -4.2764 -2.6765
C 1.6163 -0.4049 2.0345
C 2.2514 -1.5318 2.9065
C 1.2524 -0.7103 0.5190
C -0.2701 -1.1732 0.2837
H 3.2826 2.5217 -0.5239
H 0.0367 -3.3231 -0.4348
H -1.1146 -2.7996 -2.7776
H 1.9606 -2.1744 -2.4909
H 0.4465 2.4686 -0.5110
H -0.7373 1.5631 2.9332
H -3.7023 0.7952 -3.8753
H -5.7029 -1.5710 -0.6741
H 0.7262 -5.9591 -2.0208
H -2.1943 0.6266 2.3608
H 1.4241 1.3598 -2.0957
H -0.4448 -1.1419 -2.6658
H -0.3842 4.6430 4.6898
H 0.9010 4.9364 0.9274
H 1.4146 -0.2498 -2.0463
H -2.1315 2.4024 2.1595
H 2.3810 0.4233 2.1486
H -5.7837 -0.4648 -3.0531
H 0.4117 3.3072 4.1591
H -1.6108 1.9124 0.0227
H 0.7433 0.0054 2.6298
H 1.0024 -2.5489 -3.9669
H 1.1709 2.3343 2.4876
H -1.6015 1.0060 -2.3703
H -0.5764 3.9490 0.6224
H 3.9969 0.6545 0.7103
H -1.5831 -2.7247 -0.5707
H 2.2020 3.1053 1.2512
H -3.6314 -1.4324 0.7857
H 4.6843 -0.0562 -1.4385
*
```

Maximum force: 5.02 eV Å⁻¹
Frontier orbital gap: 8.1 eV
HOMO: -11.5 eV
LUMO energy: -0.1276 Eh

No. 4
Density functional theory data (ωB97M-V with the def2-TZVPD basis set) for a molecular structure, C21H30MnN3O5 in a non-equilibrium geometry.

Structure (ORCA input):
```
! wB97M-V def2-TZVPD RIJCOSX def2/J DEFGRID3
* xyz -1 6
Mn -0.1048 -0.3478 0.2455
O 1.7341 -0.4166 1.3085
O 1.2780 -0.6613 -1.3720
O 5.8609 -0.2143 -2.2017
O 6.3214 -0.0050 0.4767
O -0.9699 -2.1303 0.5811
N 0.5811 1.9283 -0.2440
N -1.9062 0.2518 -1.3856
N -1.2330 0.7165 2.0135
C 3.5521 -0.5048 -1.8548
C -1.7012 -3.8756 2.0417
C 4.0308 -0.1674 0.9695
C 2.0723 4.1377 -2.4661
C 2.7419 -0.3568 0.5181
C 1.3823 2.3245 -0.9559
C -0.7461 -3.4252 0.9648
C -2.5258 2.2096 4.8593
C -1.6815 0.7356 3.0628
C -2.2179 0.7863 4.4118
C -0.7631 -4.3865 -0.2183
C 2.4314 2.8238 -1.8139
C 5.1621 -0.1392 0.0943
C 1.6701 5.2443 -1.4807
C -3.5417 -2.0350 -3.3854
C 4.9088 -0.3048 -1.4358
C 2.4921 -0.5317 -0.9735
C -2.2707 -0.7918 -1.6973
C -1.2536 3.0519 5.0745
C -2.6987 -2.1127 -2.0973
C -2.6676 -1.8953 -4.6355
H 0.2805 -3.5279 1.3858
H -0.0284 -4.0483 -0.9539
H 2.5372 5.6599 -0.9659
H -1.7882 -2.6876 -2.2655
H -1.7309 -4.3354 -0.7378
H 0.9474 4.8787 -0.7506
H -1.6758 -4.9707 2.1657
H -4.2189 -1.1821 -3.3226
H -1.4915 0.3331 5.0916
H -1.7503 -1.3379 -4.4582
H -2.4332 -2.8614 -5.0889
H -0.9869 3.1571 6.1233
H -3.1097 2.1499 5.7795
H -0.5457 -5.4178 0.0654
H -0.4231 2.5977 4.5295
H 4.2219 -0.1269 2.0343
H -1.4596 -3.4708 3.0258
H -1.3699 4.0511 4.6566
H -2.7398 -3.6389 1.7831
H -4.1686 -2.9229 -3.4740
H 3.3909 -0.6433 -2.9180
H 3.3301 2.8964 -1.1977
H -3.1036 0.1516 4.4749
H 1.2562 4.0086 -3.1807
H 2.6167 2.0582 -2.5697
H -3.2216 -1.3883 -5.4355
H -3.1572 2.7129 4.1267
H 2.9258 4.4808 -3.0544
H 1.1904 6.0665 -2.0166
H -3.2318 -2.5505 -1.2561
*
```

Maximum force: 1.18 eV Å⁻¹
Frontier orbital gap (spin up / spin down): 6.2 / 6.2 eV
HOMO (spin up / spin down): -3.9 / -3.9 eV
Energy above the lowest of the compared OMol25 structures with the same formula, charge and spin: 0.000 eV
LUMO energy (spin up / spin down): 0.0859 / 0.0858 Eh

Which of these has the lowest maximum force? C21H30ClN3O3S

The lowest maximum force belongs to which entry? C21H30ClN3O3S